(1)
Entry from the Open Molecules 2025 dataset: a structure of composition C2H3NOS2 (ωB97M-V with the def2-TZVPD basis set).

Atoms and positions in Å:
C (1.23895, -1.06741, 0.12427)
C (-0.52017, 0.34612, -0.53319)
N (1.89484, -0.22894, 0.76556)
O (0.07805, -0.91175, -0.55751)
S (0.63597, 1.64259, 0.04858)
S (-2.12668, 0.19563, 0.38371)
H (1.52743, -2.05928, 0.17998)
H (-0.85886, 0.81037, -1.48923)
H (-1.86954, 1.27267, 1.07785)

Atomic forces in eV per Å
C -1.612 1.835 0.077
C -0.737 2.230 0.218
N -1.028 3.238 -0.702
O 0.467 -0.510 -1.105
S 1.360 -3.414 1.096
S 0.321 -0.523 -0.194
H 0.581 -2.111 -0.069
H 0.710 -1.430 0.014
H -0.061 0.685 0.665

* LUMO level: -1.67 eV
* HOMO-LUMO gap: 7.76 eV
* molecular weight: 121.19 g/mol


(2)
Entry from the Open Molecules 2025 dataset: a cluster of 2 separate species, C3H4NOP in total (ωB97M-V with the def2-TZVPD basis set).

Atoms and positions in Å:
C (-1.80630, 1.07226, 0.16559)
C (-0.16539, -0.94439, 0.14350)
C (1.26046, -0.52592, 0.22211)
N (-2.16016, 1.83946, 0.94396)
O (-0.68563, -1.82769, 0.76668)
P (-1.31375, -0.06350, -1.07802)
H (1.34440, 0.55729, 0.18616)
H (1.78209, -0.93288, -0.64525)
H (1.71801, -0.92127, 1.12706)
H (0.02628, 1.74664, -1.83180)

Atomic forces in eV per Å
C -0.159 0.062 -0.029
C 0.073 -0.075 -0.068
C 0.241 -0.071 0.290
N -0.165 0.263 0.382
O 0.047 0.088 -0.052
P 1.154 1.627 -1.089
H 0.012 0.025 -0.003
H 0.018 0.029 -0.101
H 0.003 -0.036 0.004
H -1.224 -1.914 0.664

* LUMO level (spin up / spin down): -1.96 / -1.52 eV
* HOMO-LUMO gap (spin up / spin down): 8.11 / 8.26 eV
* molecular weight: 101.04 g/mol


(3)
Entry from the Open Molecules 2025 dataset: a structure of composition C45H110FNO10Si2 (ωB97M-V with the def2-TZVPD basis set).

Atoms and positions in Å:
C (-2.78334, 0.73021, 3.81487)
C (-3.04016, 0.05305, 2.65334)
Si (-2.10308, 0.31658, 1.06185)
C (-2.18465, -1.27573, 0.07631)
C (-1.20910, -1.35984, -1.13225)
C (-1.83694, -2.00126, -2.39222)
C (-2.09151, -0.92964, -3.45964)
N (-3.08072, 0.08315, -3.05736)
C (-0.35616, 0.83833, 1.52381)
C (0.60107, 1.16104, 0.35104)
C (0.13369, 2.31160, -0.52678)
C (1.14400, 2.83395, -1.58732)
C (2.52686, 2.18878, -1.59444)
C (2.52201, 0.83809, -2.33207)
C (3.72283, -0.05394, -2.04404)
C (3.93459, -0.35316, -0.55518)
C (4.85582, -1.53905, -0.30852)
C (4.26878, -2.89633, -0.78039)
C (3.95071, -3.86359, 0.37653)
O (2.54603, -4.09695, 0.49585)
C (1.89207, -2.94645, 0.98914)
O (-2.96548, 1.43386, 0.15669)
Si (-3.40469, 2.93815, 0.70983)
C (-4.78126, 3.61734, -0.39007)
C (-5.25526, 4.93865, 0.16684)
C (-4.25286, 6.06625, 0.03067)
F (-6.39978, 5.34989, -0.55862)
H (-3.51640, 1.43925, 4.20934)
H (-1.90634, 0.57920, 4.44194)
H (-3.84282, -0.69287, 2.63918)
H (-3.20009, -1.31610, -0.33145)
H (-2.11315, -2.14281, 0.73408)
H (-0.93020, -0.34203, -1.40369)
H (-0.34611, -1.94238, -0.81824)
H (-2.76658, -2.51585, -2.14776)
H (-1.10662, -2.70053, -2.80481)
H (-2.36748, -1.38153, -4.41182)
H (-1.14339, -0.40323, -3.58615)
H (-2.61566, 0.84875, -2.58586)
H (-3.71293, -0.29748, -2.36449)
H (0.08094, -0.02391, 2.03763)
H (-0.35732, 1.67437, 2.22589)
H (1.56227, 1.41411, 0.80593)
H (0.79362, 0.25643, -0.22327)
H (-0.11674, 3.14086, 0.13308)
H (-0.76688, 2.01971, -1.06702)
H (0.70038, 2.72761, -2.57718)
H (1.27148, 3.90520, -1.43203)
H (2.98630, 2.12649, -0.61075)
H (3.17809, 2.83902, -2.18576)
H (2.56397, 1.09479, -3.39516)
H (1.57592, 0.31005, -2.19631)
H (4.64441, 0.34444, -2.47432)
H (3.54927, -1.00545, -2.55634)
H (4.38314, 0.52243, -0.09002)
H (2.95598, -0.50128, -0.09430)
H (5.03839, -1.58151, 0.76811)
H (5.82882, -1.36431, -0.76846)
H (4.94834, -3.32037, -1.51645)
H (3.32762, -2.68699, -1.28848)
H (4.29445, -3.46330, 1.33455)
H (4.44757, -4.81833, 0.21501)
H (1.65555, -2.26789, 0.16306)
H (0.95282, -3.23747, 1.45477)
H (2.51684, -2.40120, 1.70120)
H (-2.26634, 3.87527, 0.64904)
H (-3.90923, 2.95563, 2.09665)
H (-4.40507, 3.73863, -1.40292)
H (-5.59811, 2.89649, -0.33182)
H (-5.58440, 4.83084, 1.20162)
H (-3.47256, 6.00938, 0.78868)
H (-4.77640, 7.00803, 0.15961)
H (-3.78185, 5.99471, -0.94987)
C (6.26154, -6.23170, -3.54522)
C (6.57049, -4.81821, -4.01259)
C (7.37649, -4.82026, -5.30348)
O (7.28221, -4.11202, -2.99341)
H (7.18988, -6.77665, -3.34538)
H (5.68857, -6.20483, -2.62022)
H (5.69174, -6.78729, -4.29203)
H (5.63873, -4.27555, -4.16137)
H (8.33625, -5.32441, -5.15613)
H (7.58948, -3.79940, -5.62127)
H (6.83983, -5.32974, -6.10547)
H (8.11245, -4.57472, -2.84047)
C (2.52407, -6.73690, -2.07166)
C (2.29788, -5.41074, -2.77899)
C (1.00490, -5.41985, -3.57979)
O (3.40343, -5.11937, -3.63700)
H (2.59946, -7.55071, -2.79984)
H (3.45809, -6.71505, -1.50930)
H (1.70984, -6.96123, -1.38199)
H (2.26989, -4.61042, -2.04061)
H (1.03939, -6.19227, -4.35392)
H (0.86097, -4.46227, -4.08195)
H (0.14265, -5.61045, -2.93880)
H (3.45164, -5.81399, -4.30213)
C (-5.89060, -4.27281, 5.28676)
C (-6.15217, -2.89824, 4.69426)
C (-7.42571, -2.88460, 3.86275)
O (-5.04060, -2.50526, 3.89007)
H (-5.76474, -4.99982, 4.47864)
H (-4.97206, -4.27142, 5.87442)
H (-6.71086, -4.60239, 5.92621)
H (-6.23041, -2.15998, 5.49357)
H (-7.34212, -3.58837, 3.03009)
H (-7.59374, -1.89413, 3.43918)
H (-8.29472, -3.15934, 4.46268)
H (-4.95849, -3.15004, 3.17638)
C (-2.78620, -6.86140, 1.08952)
C (-4.00203, -6.55848, 1.95097)
C (-4.78371, -7.82188, 2.27620)
O (-4.85225, -5.61366, 1.29602)
H (-3.09444, -7.30099, 0.13682)
H (-2.23962, -5.94523, 0.86421)
H (-2.10971, -7.55644, 1.58813)
H (-3.68125, -6.07939, 2.87760)
H (-5.15154, -8.28902, 1.35852)
H (-5.65191, -7.58625, 2.89251)
H (-4.16511, -8.54549, 2.80840)
H (-5.15339, -6.00829, 0.47135)
C (-1.19357, 5.57069, -4.82094)
C (-1.85458, 4.45513, -4.02625)
C (-3.37083, 4.53827, -4.10522)
O (-1.42570, 4.50729, -2.66413)
H (-1.48075, 6.54648, -4.41873)
H (-0.10789, 5.49588, -4.75333)
H (-1.48098, 5.53272, -5.87258)
H (-1.52411, 3.48786, -4.40843)
H (-3.72300, 5.48468, -3.68234)
H (-3.82749, 3.73137, -3.53225)
H (-3.71958, 4.47021, -5.13633)
H (-1.70257, 5.35400, -2.29745)
C (-7.46158, 9.52732, -1.72919)
C (-5.97964, 9.83354, -1.88354)
C (-5.62619, 10.15216, -3.32846)
O (-5.20180, 8.73132, -1.41897)
H (-7.73386, 8.65232, -2.32527)
H (-7.69814, 9.29932, -0.68987)
H (-8.07607, 10.36968, -2.05045)
H (-5.71257, 10.67877, -1.24780)
H (-5.84633, 9.29549, -3.97153)
H (-4.56140, 10.36707, -3.42280)
H (-6.18887, 11.01187, -3.69487)
H (-5.41800, 7.96472, -1.96176)
C (6.54716, 1.18741, 3.78319)
C (6.83748, 0.48900, 2.46395)
C (8.32942, 0.43346, 2.17216)
O (6.15740, 1.15493, 1.39955)
H (6.90381, 2.22174, 3.75485)
H (5.47668, 1.22153, 3.97477)
H (7.03382, 0.67680, 4.61650)
H (6.43470, -0.52467, 2.49207)
H (8.73966, 1.44434, 2.09480)
H (8.51527, -0.06847, 1.22192)
H (8.86766, -0.09805, 2.95834)
H (6.49506, 2.05535, 1.35280)
C (4.14106, 2.15496, 7.89536)
C (4.29241, 2.97453, 6.62288)
C (3.50464, 4.27329, 6.70199)
O (3.86901, 2.21136, 5.49406)
H (3.09304, 1.88504, 8.05198)
H (4.70994, 1.22780, 7.82215)
H (4.48853, 2.70906, 8.76837)
H (5.34738, 3.19682, 6.45525)
H (2.43813, 4.06493, 6.82390)
H (3.62228, 4.84769, 5.78298)
H (3.83419, 4.88711, 7.54136)
H (2.93735, 1.99900, 5.61259)

Atomic forces in eV per Å
C -0.751 0.016 -0.233
C 1.210 -0.776 0.351
Si 0.692 -1.520 0.711
C 0.042 0.341 -0.640
C -1.060 -0.361 0.321
C 0.651 0.532 -0.138
C -0.002 0.112 0.580
N 0.111 -0.034 -0.048
C 0.090 0.035 -0.972
C 0.196 0.092 0.606
C 0.413 -0.093 -0.389
C 0.133 0.055 0.512
C -0.028 -0.116 -0.720
C 0.477 0.548 -0.287
C -0.272 -0.667 0.245
C 0.238 0.431 -0.539
C -0.305 -0.219 0.193
C 0.298 0.704 0.478
C -0.186 0.112 -0.542
O 0.293 -0.219 0.385
C -0.167 0.022 -0.466
O 0.105 0.267 0.931
Si -0.216 0.264 -0.763
C 0.335 -0.126 0.882
C 0.059 0.183 -0.346
C -0.110 -0.291 0.282
F -0.092 -0.086 -0.004
H -0.722 -1.317 1.068
H 1.015 1.343 -1.033
H -1.543 1.623 -0.503
H -0.137 0.051 0.161
H 0.166 -0.032 0.059
H 0.438 -0.039 -0.015
H 0.282 0.267 -0.095
H 0.021 -0.217 -0.021
H -0.248 -0.299 -0.085
H -0.087 -0.012 -0.051
H 0.049 -0.034 -0.368
H -0.021 0.064 0.027
H -0.158 -0.051 -0.080
H -0.203 -0.042 0.256
H -0.100 0.027 0.077
H 0.067 0.060 -0.094
H -0.106 -0.010 -0.075
H -0.244 0.028 0.003
H -0.238 0.086 0.200
H 0.054 0.019 -0.098
H -0.083 0.077 -0.060
H -0.181 -0.042 0.148
H 0.134 0.092 0.151
H -0.230 -0.135 -0.099
H 0.049 -0.141 0.239
H 0.000 0.195 0.016
H 0.065 0.002 -0.137
H -0.073 0.010 0.182
H 0.024 -0.144 0.136
H 0.123 -0.060 0.036
H 0.008 0.096 -0.098
H -0.079 -0.341 0.028
H -0.047 -0.167 -0.162
H 0.197 0.032 0.008
H -0.255 -0.204 0.034
H 0.004 0.148 0.055
H 0.006 -0.136 0.082
H -0.027 -0.026 0.152
H 0.140 -0.087 0.060
H -0.004 -0.154 0.091
H -0.155 -0.081 -0.162
H -0.058 -0.051 -0.315
H -0.084 0.011 0.045
H 0.058 -0.107 0.025
H 0.109 0.148 -0.146
H 0.010 0.253 -0.083
C 0.044 0.012 0.169
C 0.337 -0.274 -0.091
C 0.004 0.138 -0.022
O -0.201 0.141 0.018
H 0.021 -0.007 -0.112
H -0.063 0.022 -0.029
H 0.031 -0.017 -0.012
H 0.004 0.077 0.121
H -0.039 -0.078 0.003
H -0.043 0.007 -0.006
H 0.012 -0.015 0.000
H 0.028 -0.013 0.006
C 0.116 0.019 0.076
C -0.136 -0.353 -0.203
C -0.013 0.170 -0.034
O -0.070 0.257 0.104
H -0.080 0.008 -0.020
H -0.028 0.036 0.047
H -0.001 0.000 0.004
H 0.077 0.036 -0.022
H -0.011 -0.067 0.061
H -0.005 0.020 0.037
H 0.000 -0.019 -0.004
H -0.034 -0.039 -0.007
C 0.107 -0.048 0.094
C -0.098 -0.348 -0.283
C -0.044 0.138 -0.018
O 0.060 0.157 0.073
H -0.083 -0.026 0.002
H -0.013 0.044 0.015
H -0.021 0.000 -0.028
H 0.126 0.078 -0.045
H 0.009 -0.068 0.053
H -0.001 0.016 0.039
H -0.001 -0.015 -0.007
H -0.010 -0.019 -0.023
C 0.070 0.172 -0.010
C -0.058 -0.330 -0.309
C -0.099 0.059 0.128
O 0.066 0.212 0.273
H -0.026 -0.078 0.038
H 0.014 0.005 0.040
H -0.009 -0.016 -0.010
H -0.058 0.103 -0.019
H 0.082 -0.025 -0.026
H 0.025 0.011 0.031
H 0.003 -0.013 -0.020
H -0.012 -0.001 -0.033
C 0.158 -0.055 -0.017
C -0.176 0.443 0.019
C -0.031 -0.131 0.080
O -0.004 -0.261 0.000
H -0.084 -0.011 -0.025
H -0.002 -0.036 -0.015
H -0.014 0.017 0.001
H 0.051 -0.041 0.111
H 0.038 0.044 -0.063
H 0.009 -0.052 -0.074
H -0.007 0.014 0.001
H -0.001 0.030 0.002
C -0.024 0.021 0.155
C -0.232 -0.259 -0.353
C 0.155 0.068 0.017
O 0.129 0.228 0.101
H 0.015 0.035 -0.066
H 0.012 0.028 0.009
H -0.003 -0.009 -0.018
H 0.083 -0.062 0.067
H -0.088 0.009 0.012
H -0.004 0.032 0.023
H -0.014 -0.014 -0.013
H -0.069 -0.041 0.039
C -0.150 -0.092 -0.007
C 0.304 0.428 0.152
C 0.002 -0.134 -0.137
O -0.089 -0.210 -0.055
H 0.099 -0.029 -0.013
H -0.001 -0.020 0.031
H 0.023 0.019 -0.001
H -0.085 0.018 -0.106
H -0.011 0.016 0.088
H -0.018 -0.032 0.016
H 0.008 0.021 0.011
H 0.006 0.031 0.023
C 0.131 -0.110 -0.016
C -0.425 -0.009 0.213
C 0.071 0.089 -0.128
O 0.173 0.020 -0.063
H -0.023 0.082 0.017
H 0.032 0.020 -0.004
H -0.021 0.004 0.007
H 0.008 -0.061 -0.109
H 0.011 -0.031 0.081
H 0.037 0.002 0.006
H -0.018 -0.006 0.012
H -0.032 0.005 0.001

* LUMO level: 0.23 eV
* HOMO-LUMO gap: 7.74 eV
* molecular weight: 900.54 g/mol


Listing ΔE to the lowest compared entry with this formula, charge and spin for the structures above in their given order: 75.68, 66.08, 15.28 kcal per mole.